(1)
A molecular structure, C25H28AsBCl2F6N8O4RbS2, computed with the ωB97M-V functional and the def2-TZVPD basis.

## Properties
- net charge = -2
- multiplicity = 2
- LUMO level (alpha / beta) (eV) = 3.729 / 3.725
- Kohn-Sham gap (alpha / beta) (eV) = 5.12 / 7.42
- ⟨S²⟩ = 0.753
- energy above the lowest of the compared OMol25 structures with the same formula, charge and spin (kcal per mole) = 7.6
- HOMO (alpha / beta) (eV) = -1.39 / -3.69

The geometry in XYZ format:
```
78
Properties=species:S:1:pos:R:3:forces:R:3
H 2.7278 2.6474 2.0429 0.0777 0.0469 0.0481
F 0.4080 1.5819 4.0568 0.0209 0.0449 0.0346
Cl -5.6131 -0.7050 0.7522 0.0080 0.0109 0.0038
C 2.7088 -3.2715 -0.0071 0.0032 -0.1543 -0.0342
F -1.8723 -1.0176 4.3627 0.0137 0.0386 -0.0745
N 3.9714 1.5500 0.7608 -0.1354 -0.1061 0.0610
As -0.7290 0.2826 4.2306 -0.0303 -0.0042 0.3094
C 3.5847 -0.0990 -3.7655 0.0098 -0.0540 -0.0340
H -5.7802 9.1183 -0.7305 -0.0029 0.0211 0.0016
C 0.1621 -4.1569 -0.1432 0.1671 0.0012 -0.2541
H 3.2486 -5.0139 -1.1440 0.0160 -0.0067 0.0136
C -3.3761 7.1917 0.3905 0.0184 0.0147 0.0106
C 3.1592 0.5173 2.6008 -0.1643 0.1498 0.1743
O -0.9017 0.5277 -4.4211 -0.0298 0.0616 0.0941
N -3.1716 -5.2909 -0.6991 -0.0605 0.0535 0.0747
H -3.7925 0.6950 0.2082 -0.0109 -0.0538 0.0037
H 1.8259 -1.6529 1.0854 -0.0834 -0.0160 -0.0079
H -5.1523 -5.1069 -1.3039 -0.0003 0.0080 0.0051
H 1.5686 -0.8942 -3.1888 -0.0200 0.0033 0.0067
C 4.6510 0.0877 -2.9058 -0.0019 -0.0016 -0.0498
F -1.7048 1.0192 2.9780 -0.2473 0.0441 0.0210
S -2.4874 3.4467 -0.8319 -0.0347 -0.2094 -0.0017
H 5.3967 -1.5168 -0.1144 0.0296 0.0394 0.0480
C -3.3207 4.9905 -0.5533 -0.0117 0.0158 0.0306
C -4.6071 5.1701 -1.0456 0.0082 0.0154 0.0008
C 1.6481 -2.5844 0.5616 -0.3211 -0.1826 -0.1293
H 6.1892 0.2598 -0.6442 -0.0030 -0.0118 -0.0057
C 2.4485 -4.4613 -0.6686 -0.0865 0.1115 0.0898
H 2.6173 0.3372 3.5138 0.0181 -0.0047 -0.0177
H -3.8370 0.2751 1.9564 0.0102 -0.0144 0.0062
H -4.5612 -6.7835 -1.1934 0.0240 0.0037 0.0115
H 4.1748 -1.3976 2.0495 -0.0052 -0.0025 0.0004
S -1.4129 -5.4280 -2.7610 -0.0304 0.0342 -0.0965
H -6.2782 8.4808 0.8333 0.0017 0.0087 0.0007
H -1.4018 3.2146 -4.1486 -0.0165 0.0646 0.0151
N -1.6175 3.6516 -2.1169 0.0981 0.0018 -0.0441
C 2.5766 -0.6053 -2.9317 -0.0689 0.1458 0.0006
F -1.5854 1.1714 5.4487 0.0290 -0.0413 -0.0689
N -1.2022 -4.5949 -0.1495 0.0872 0.1721 0.2567
C -4.6662 7.3885 -0.0884 -0.0227 0.0286 -0.0029
H -4.1290 -4.9971 1.2125 0.0023 -0.0010 0.0105
H -1.6196 -4.0843 1.8983 0.0197 -0.0032 0.0046
H -2.8832 2.4236 -3.3200 -0.0030 0.0131 -0.0323
C -0.9118 0.6416 -3.2589 0.0897 -0.2500 0.0785
H 5.6437 0.4700 -3.0769 0.0106 -0.0080 0.0058
O -3.5619 2.4725 -0.9866 0.0086 -0.0810 0.0062
H -6.2793 6.4973 -1.1876 -0.0014 0.0054 -0.0051
C -2.7013 6.0015 0.1629 0.0049 -0.0248 0.0127
C -1.9237 -5.0835 -1.2002 0.0807 -0.2107 -0.0625
B 5.1676 -0.3503 -0.4005 0.0170 0.0067 -0.0216
H -5.0819 4.3581 -1.5795 -0.0050 0.0041 -0.0061
C -3.9469 -0.0911 0.9429 -0.0288 0.0763 0.0505
C -3.2181 -4.9481 0.6445 0.0729 0.0584 -0.0099
C 3.9282 -0.3627 1.8741 0.0723 -0.1134 0.0284
C -4.2968 -5.7609 -1.4706 -0.0377 -0.0278 -0.0043
C -1.9495 2.9749 -3.2474 -0.0643 -0.0016 -0.0429
N 4.2739 -0.2884 -1.6751 -0.0123 0.1287 0.1093
H -1.7092 5.8319 0.5598 0.0013 0.0148 0.0000
Cl -2.7577 -1.3780 0.7035 -0.0235 0.0774 -0.0713
H -4.7726 9.3905 0.6961 -0.0044 0.0150 -0.0043
C -5.4128 8.6661 0.1928 0.0039 -0.0258 -0.0169
Rb -0.1784 0.8225 0.6001 0.3957 0.1335 -0.0319
H -4.0146 -5.7405 -2.5203 0.0111 0.0128 0.0156
H 3.7026 -2.8511 0.0430 0.0184 0.0100 -0.0270
N 0.3816 -3.0072 0.4744 0.0948 -0.0561 0.1946
H 0.8816 -5.8442 -1.2500 0.0193 -0.0027 0.0390
C 1.1449 -4.9342 -0.7322 0.0330 0.0770 -0.0029
N 4.3946 0.2716 0.7854 0.0510 0.2373 -0.1635
C -5.2690 6.3643 -0.8148 0.0134 -0.0015 0.0103
F 0.1092 -0.5707 2.9575 0.0619 -0.2921 0.1040
O -0.8165 0.4724 -2.1043 -0.1073 0.1662 -0.3578
O -1.6271 3.2690 0.3245 -0.0518 0.0701 0.0517
F 0.2756 -0.4677 5.4286 -0.0186 0.0423 -0.0817
C 3.2192 1.7052 1.8505 0.0658 -0.1736 -0.1645
H 3.5371 0.1126 -4.8206 0.0004 -0.0085 -0.0002
N 2.9931 -0.6975 -1.6733 0.0795 -0.1524 -0.0395
C -1.9962 -4.5093 0.9858 -0.1274 0.0015 -0.0711
H -2.8972 7.9751 0.9677 0.0043 0.0068 -0.0058
```
Positions in Å, forces in eV/Å.


(2)
A molecular structure, C25H28BiF5O2, computed with the ωB97M-V functional and the def2-TZVPD basis.

## Properties
- LUMO level (eV) = -1.027
- Kohn-Sham gap (eV) = 6.43
- energy above the lowest of the compared OMol25 structures with the same formula, charge and spin (kcal per mole) = 0.0
- HOMO (eV) = -7.45

The geometry in XYZ format:
```
61
Properties=species:S:1:pos:R:3:forces:R:3
C 0.6193 -3.0511 1.9118 0.9061 0.6100 0.3365
C 0.1929 -3.3098 3.2390 0.4834 0.4019 -0.1639
C -2.6905 -0.9978 3.7839 0.3776 0.1645 -0.4832
H -1.1401 -2.5521 -5.5724 -0.0838 0.1268 -0.0338
H 0.6458 0.8000 -7.5000 -0.2693 0.0311 -0.0781
H -0.9019 1.7171 -5.0679 0.2188 -0.0833 0.1261
C 0.9078 -2.4714 4.1250 0.1481 0.2732 -0.7712
H -1.9209 0.8613 4.7913 -0.1939 -0.1732 -0.2499
C -0.8175 0.1828 -2.2273 -0.3876 0.3215 0.0160
C -0.0156 -0.7716 -6.0794 0.0824 -0.1253 -0.7331
H 1.0563 1.2290 -2.7058 -0.4648 0.0007 0.0696
C -0.1757 0.5764 -6.8186 0.0210 -0.2533 0.5628
C 0.8721 1.2012 5.5651 -0.3005 -0.3248 0.1390
H -0.5302 -4.0660 3.5344 0.1345 0.2469 -0.0857
C -1.2422 -1.6529 -6.1897 -0.0041 -0.1338 -0.0034
C 1.7924 -1.6448 3.3487 -0.4811 -0.6380 -0.2681
C 1.4661 2.0204 6.5252 -0.1386 -0.1795 0.1351
C 2.5472 3.2369 4.7465 0.1899 0.1087 -0.2646
H 0.3420 -3.6136 1.0232 -0.1506 0.3078 0.2064
H -1.1810 -1.0718 -0.4905 0.3206 0.1550 0.0881
H 2.1045 -0.8332 -6.4633 -0.1360 -0.1544 -0.0223
H -1.8807 0.4569 -2.1285 0.3154 0.0355 0.0235
C 1.1035 1.3446 4.2028 0.0219 0.8042 -0.2862
H -2.3501 2.0369 2.3907 0.0669 -0.2626 -0.0045
H 1.0938 -1.8447 -7.5424 0.1676 0.0608 0.2365
F 2.1339 2.6338 2.4899 -0.0528 -0.1958 0.6069
Bi 0.0972 0.0594 2.4791 -1.1782 -0.8057 1.5479
H 1.1797 2.2731 -0.5389 -0.1998 -0.2760 0.0095
C 1.6072 -2.0141 1.9488 -0.1440 -1.1456 0.5057
H -2.1512 -1.1092 -5.9040 0.1818 -0.1407 -0.0239
F 0.0099 0.2428 6.0268 0.7804 0.6011 -0.3192
H -0.6931 -0.4252 -3.1160 -0.1859 0.1822 0.2043
F 3.3749 4.2192 4.3300 -0.4290 -0.4142 0.3040
C 1.2358 -1.5002 -6.5080 0.1189 -0.2133 0.0556
C -0.0178 1.1768 -5.4253 0.1726 0.1087 0.4101
H -3.5877 -2.1389 2.0861 0.2908 0.2491 0.1069
O 0.1412 -0.1256 -4.7742 -0.0990 0.3128 -1.7255
H -1.1615 0.7133 -7.2677 0.2617 0.0973 -0.0920
C -3.1310 -1.2215 2.4575 0.0897 0.3808 0.0157
H -0.6069 2.3210 -0.3950 0.2029 0.0027 -0.0669
C -2.4245 0.9690 2.5911 -0.3739 -0.5968 -0.0762
H -0.3938 2.2681 -2.8145 0.1203 -0.0700 0.1686
C 0.2477 1.7503 -0.7893 -0.4585 -0.2180 0.4205
C 0.0702 1.4493 -2.2576 0.1666 -0.4973 -0.2841
H 1.4242 -2.3716 -5.8734 0.0173 0.0758 -0.0537
H 2.5920 -1.0141 3.7296 -0.1753 -0.1915 -0.0503
C 1.9278 2.3936 3.8241 -0.0339 -0.0096 0.3816
H 2.2428 -1.6811 1.1303 -0.2185 -0.0651 0.1401
C -0.3520 -0.5642 -1.0050 0.2522 0.0321 0.2973
F 2.9044 3.8418 7.0201 -0.2952 -0.3967 -0.5175
C -2.2234 0.3455 3.8828 0.0963 0.1043 -0.6009
H -1.3314 -1.9681 -7.2436 -0.0797 0.0787 0.3932
H 0.4318 -1.3010 -1.2440 -0.1948 0.2430 0.1459
O 0.2324 0.4468 -0.1340 0.3444 0.3475 -0.2212
H -2.7515 -1.6994 4.6139 0.1724 0.1337 -0.3168
H 0.8922 1.7642 -5.2746 -0.2195 0.1342 0.0161
H 0.8825 -2.5012 5.2108 -0.1968 0.1570 -0.2644
C -2.9634 -0.0291 1.7134 -0.0528 0.5157 0.7500
C 2.3132 3.0459 6.1096 0.1103 0.0623 0.0653
F 1.2218 1.8233 7.8393 0.1958 0.2178 -0.7774
H -3.2708 0.1449 0.6801 0.1695 -0.1212 0.3534
```
Positions in Å, forces in eV/Å.


(3)
A molecular structure, C25H28Br2N2O6PrS3Si, computed with the ωB97M-V functional and the def2-TZVPD basis.

## Properties
- net charge = -1
- multiplicity = 3
- LUMO level (eV) = 1.586
- Kohn-Sham gap (eV) = 6.90
- ⟨S²⟩ = 2.001
- energy above the lowest of the compared OMol25 structures with the same formula, charge and spin (kcal per mole) = 5.6
- HOMO (eV) = -5.31

The geometry in XYZ format:
```
68
Properties=species:S:1:pos:R:3:forces:R:3
H -1.5775 -1.5748 3.5516 -0.0774 -0.0765 -0.0482
C 2.9491 -0.7542 -0.3709 0.1895 -0.1120 0.1072
H 0.6354 0.8138 -5.8675 0.0043 0.0122 0.0092
H -1.7073 4.2993 0.0637 -0.0190 0.0245 0.0058
H 2.2754 -2.2859 5.2284 0.0021 0.0165 -0.0039
O -2.0639 -1.7449 -7.1490 0.1498 0.2547 0.2086
C 4.1560 1.6783 0.0430 0.3374 0.0646 0.0694
C -0.8509 -0.6460 -5.4492 -0.0913 0.0327 0.2513
C 0.0989 0.2999 -5.0812 0.0689 0.0309 -0.0595
C 1.4299 -4.3622 1.0968 0.2321 -0.3696 0.1121
H 1.3897 -4.6372 3.2480 -0.0052 0.0803 0.0087
C -1.5377 -1.3073 -4.4317 0.1608 0.0343 -0.1388
C -1.9776 -1.7262 -1.9821 0.2203 0.2389 0.4186
O -2.8496 -2.5281 -2.2197 -0.0229 -0.1139 -0.0359
H -3.6808 2.4072 -1.8143 -0.0145 -0.0594 -0.0059
O 0.6405 2.5165 -0.5697 0.6495 0.3088 -0.0518
H -2.2920 -2.0394 -4.6797 -0.0065 -0.0054 -0.0057
N 2.1952 0.3147 -0.3618 0.1126 0.3242 -0.1034
H -1.8485 -0.9698 1.9268 0.1004 0.0030 0.0571
C 2.0947 -4.3355 2.4729 -0.1375 -0.2055 -0.0853
C -0.8613 -2.9161 1.9991 -0.0430 0.0111 0.2561
C 2.4839 3.9217 -0.0821 0.4461 0.1286 0.0950
C 3.8608 4.0686 0.1836 -0.2572 0.1315 -0.0315
C -4.5982 1.8456 1.2669 -0.2186 -0.1027 0.1337
Br 1.4168 5.4725 -0.1769 -0.0512 0.0086 -0.0097
C 1.7355 -2.2374 4.2803 -0.2134 -0.0533 0.1149
H 1.9456 -0.0876 4.2392 0.0009 -0.0262 -0.0770
H 1.0523 1.3012 -3.4228 -0.0094 0.0102 0.0209
C 4.9335 0.4956 0.0505 0.0400 0.1156 0.0188
H -3.4582 4.6062 0.1342 0.0319 0.0343 -0.0072
H 4.9140 -1.6287 -0.1779 0.0050 0.0041 -0.0073
S 0.2934 -3.0682 0.6018 -0.3022 0.3882 -0.1406
H -5.3792 2.4899 0.8554 0.0007 -0.0112 -0.0002
H -4.5733 1.9916 2.3499 -0.0291 0.0010 -0.0045
C 4.3434 -0.7108 -0.1709 -0.2158 -0.0291 -0.0258
O -1.7325 1.3480 1.2124 -0.5891 0.3822 -0.4366
H -4.8761 0.8069 1.0728 -0.0057 0.0045 0.0211
H -3.2556 0.7324 -1.4643 -0.0107 0.0058 -0.0334
H -0.4840 -3.5622 2.7919 -0.0147 0.0020 -0.0162
C 2.7769 1.5426 -0.1918 -0.1488 -0.0837 -0.0313
O -0.3525 -0.3862 -7.7405 -0.1602 0.0345 0.3227
H 0.4918 -0.6770 5.0055 0.0279 0.0047 -0.0134
C 4.6806 2.9849 0.2425 -0.1421 -0.2670 -0.0514
H 2.2029 -4.3276 0.3237 -0.0286 0.0929 0.0014
C -1.1266 -1.4935 2.5592 0.2422 -0.2861 -0.0986
C -2.6310 4.0628 0.5990 0.1058 0.2115 0.0989
C 0.3316 0.5563 -3.7437 -0.1056 -0.1803 -0.0899
N -0.3147 -0.1000 -2.7715 -0.1972 -0.0718 -0.2504
H -2.5175 4.4236 1.6241 -0.0209 -0.0029 -0.0014
O -1.5997 -1.3423 -0.7784 -0.5879 -0.6523 -0.8111
H 4.2577 5.0636 0.3304 0.0086 -0.0093 0.0058
H 2.8721 -5.1023 2.4789 0.0329 0.0410 -0.0141
Si -2.9341 2.2320 0.5393 0.4435 -0.3034 0.3848
Br 6.5274 3.2328 0.5881 0.0676 0.0321 0.0130
H -2.0164 1.9703 -1.8026 -0.0380 0.0744 -0.1511
H 5.9987 0.5668 0.2251 -0.0061 0.0102 -0.0024
H -1.8245 -3.3171 1.6832 0.0168 -0.0200 -0.0332
H 0.9492 -5.3383 0.9770 -0.0274 0.0353 0.0427
C -1.1281 -0.9483 -6.9375 0.0497 -0.3487 -0.6055
C 1.8960 2.6882 -0.2880 -0.4587 -0.1452 -0.1917
S 2.8493 -2.7731 2.9622 0.1656 0.1315 -0.0743
S 0.2612 -0.3446 2.6834 -0.1683 0.1036 -0.2297
H 0.9221 -2.9595 4.3507 0.0369 -0.0098 -0.0369
C 1.1550 -0.8367 4.1486 0.1875 -0.0073 0.3743
C -1.2326 -1.0220 -3.1154 -0.1977 -0.1507 -0.1478
Pr -0.4236 0.4874 -0.3691 0.6033 0.1942 1.2998
C -2.9658 1.7715 -1.2855 -0.0954 0.0828 -0.3088
H 2.4465 -1.7015 -0.5202 -0.0237 0.0010 0.0195
```
Positions in Å, forces in eV/Å.


| no. | F_max (hartree/bohr) | molar mass (g/mol) |
| --- | --- | --- |
| 1 | 0.0081 | 924.8 |
| 2 | 0.0409 | 664.5 |
| 3 | 0.0281 | 877.5 |